C18H33BrF2I2N6O5S2 as an isolated structure in a non-equilibrium geometry, computed with ωB97M-V/def2-TZVPD.

CARTESIAN COORDINATES (ANGSTROEM)
1 I 3.0702 2.4284 -0.9740
2 I 0.4176 4.7671 -0.3755
3 Br -0.0951 2.5359 3.1782
4 S 4.3709 1.3399 4.5116
5 S 5.3860 1.9564 6.9525
6 F 2.9313 1.3416 5.2142
7 F 6.4617 1.1210 7.7494
8 O 5.9927 3.2237 6.7150
9 O 4.1966 1.8892 7.7369
10 O 4.2952 0.2317 3.6038
11 O 4.4905 2.6555 3.9701
12 O 2.2653 1.6091 2.1573
13 N 1.0828 -0.2135 0.3157
14 N 5.3540 0.9980 5.6753
15 N -3.1232 -1.9462 1.6285
16 N -5.9270 1.1320 -1.4423
17 N -0.7796 -0.8547 -1.0045
18 N 0.7230 0.6973 -1.9090
19 C -1.6312 -0.7287 -2.2349
20 C -2.7773 -1.7307 -2.4160
21 C -1.3753 2.5880 -1.4116
22 C -4.1418 -1.1818 -1.9706
23 C -4.8394 -0.3772 -3.0669
24 C 2.0122 -1.3737 0.4066
25 C 0.3220 -0.1509 -0.8474
26 C -6.1557 0.2473 -2.5933
27 C -1.2420 -1.7761 0.0446
28 C 3.2781 -1.0976 1.2100
29 C 0.4467 0.2337 1.5639
30 C 1.0639 2.0030 -1.3713
31 C -2.4555 -1.2731 0.8041
32 C 1.1413 1.4306 2.1876
33 C 4.2813 -2.2531 1.0495
34 C 1.8051 0.1001 -2.7643
35 C 1.4004 -1.0898 -3.6141
36 C 0.0813 2.8748 -1.1216
37 H -2.7408 -0.2299 0.6397
38 H -6.8559 -0.5525 -2.3216
39 H -1.4897 2.2810 -2.4550
40 H -2.5672 -2.6991 -1.9627
41 H -6.5259 0.9152 -0.6573
42 H 0.5193 -0.5660 2.3192
43 H 3.6986 -0.1468 0.8788
44 H -1.4578 -2.7421 -0.4152
45 H 1.4807 -2.2420 0.8289
46 H 1.0791 -1.9502 -3.0137
47 H -4.7932 -2.0037 -1.6511
48 H 2.6528 -0.1553 -2.1174
49 H 5.2094 -1.9051 0.5884
50 H 4.5575 -2.6752 2.0192
51 H -1.7701 1.8044 -0.7533
52 H 2.2963 -1.6563 -0.6148
53 H -2.0505 0.2816 -2.2131
54 H 0.5965 -0.8383 -4.3073
55 H -0.6129 0.4651 1.4411
56 H -2.7932 -2.9097 1.7184
57 H -0.4346 -1.9328 0.7524
58 H 3.8818 -3.0683 0.4338
59 H 3.0403 -0.9529 2.2664
60 H -2.8159 -1.9322 -3.4947
61 H 2.1339 0.9208 -3.4077
62 H -4.0185 -0.5071 -1.1196
63 H -0.9506 -0.7673 -3.0725
64 H -6.0578 2.1060 -1.6770
65 H 2.2679 -1.4044 -4.1983
66 H -5.0210 -1.0174 -3.9390
67 H -6.6072 0.8025 -3.4222
68 H -4.1846 0.4501 -3.3809
69 H -1.9935 3.4707 -1.2494

Forces on atoms 1 to 3 (eV/Å):
I 0.15 0.10 -0.02
I 0.12 0.23 0.17
Br -0.30 0.26 0.21

Values from the calculation:
Charge: 0
LUMO energy, eV: -1.82
E_HOMO, eV: -8.1

A 7-piece molecular cluster, C37H71F2NO16 overall in a non-equilibrium geometry, computed with ωB97M-V/def2-TZVPD.

CARTESIAN COORDINATES (ANGSTROEM)
1 F -6.9706 2.3453 -1.5646
2 F -3.2678 1.7890 -2.2499
3 O 6.4434 -2.1287 -0.5261
4 O 8.5698 -2.4511 -1.1527
5 O -1.2787 3.1431 3.8271
6 O -6.3017 0.4565 0.6511
7 O -1.2067 -0.2007 -0.8720
8 O -0.8419 -4.4722 -1.2735
9 O -0.2481 1.7597 8.2238
10 O -1.4039 -1.8213 -7.7779
11 O -4.8503 0.1481 -1.2471
12 O 3.3645 1.4253 -0.9643
13 O -1.9792 1.5837 9.6346
14 O -2.6215 -0.1438 1.0744
15 O 0.8892 -4.2963 -2.6843
16 O 0.4524 3.3190 2.4163
17 O -0.8170 -3.1724 -6.0904
18 O 3.1340 1.5703 -3.1877
19 N 0.6542 0.7966 -4.8867
20 C -0.6172 -4.4749 -5.5112
21 C -1.8839 1.4199 -5.2224
22 C 0.3121 1.3560 10.4958
23 C -0.6555 1.5535 9.3638
24 C 3.1823 0.8676 -2.1818
25 C 4.5609 0.0276 0.6299
26 C 0.4818 -4.5025 -1.5444
27 C 0.8197 -4.9272 -5.6806
28 C -5.1699 0.8714 -3.6057
29 C 7.8434 -0.2125 -0.4421
30 C -5.2566 3.9627 -2.6048
31 C 10.7836 -1.7527 -0.4197
32 C -5.0247 0.4235 0.1775
33 C 1.0127 2.9153 4.6883
34 C -1.4311 -4.8743 -0.0234
35 C 7.5582 -1.6581 -0.7351
36 C -0.7907 0.3862 -4.5535
37 C -4.2359 5.0421 -1.8377
38 C -1.8435 3.8797 6.0775
39 C -3.8446 0.6406 1.3011
40 C -1.1676 2.0867 0.2643
41 C 3.1333 -0.6296 -2.2938
42 C -2.5685 1.1816 10.8847
43 C -2.5440 2.3204 11.8850
44 C -5.5125 2.6777 -1.5623
45 C -1.6745 0.5313 0.1761
46 C 9.8537 -1.9750 -1.5961
47 C 0.0451 3.1128 3.5562
48 C 1.4494 -4.7000 -0.4123
49 C 3.2562 0.7180 0.2846
50 C -3.3367 0.7158 -5.5820
51 C -4.0253 -0.0668 -4.3153
52 C -1.0891 -2.9446 -7.3944
53 C -0.9098 -4.0648 -8.3792
54 C -1.4067 -3.7356 0.9769
55 C -4.7034 1.3515 -2.0708
56 C -1.8679 2.7409 5.0772
57 H -1.9136 -2.8560 0.5671
58 H 8.0587 -0.0986 0.6221
59 H 1.1731 0.7931 10.1204
60 H -0.0908 0.7774 11.3238
61 H 4.4912 -0.4629 1.6054
62 H -2.9085 2.4784 4.8586
63 H -2.3503 4.7593 5.6678
64 H -0.9582 -5.7842 0.3598
65 H 1.0465 -5.2786 0.4156
66 H -1.6611 -3.9548 -9.1683
67 H -1.0601 -5.0540 -7.9531
68 H -2.3411 3.5872 7.0070
69 H -3.2479 -0.4447 -3.5042
70 H 2.4449 -0.8933 -3.1036
71 H 10.2695 -2.7588 -2.2383
72 H 2.4038 0.0312 0.2752
73 H -5.1437 3.1053 -0.5099
74 H 2.3105 -5.2629 -0.7878
75 H -1.9043 -4.0281 1.9064
76 H 0.0083 2.0864 0.3994
77 H -4.3020 0.2407 2.3288
78 H 1.8737 2.3524 4.3128
79 H -2.0955 0.2718 11.2680
80 H -3.4640 5.5205 -2.6127
81 H -2.0466 2.3569 -4.5407
82 H -5.5649 1.7519 -4.2637
83 H -0.8380 -4.3758 -4.4430
84 H 6.9539 0.3736 -0.6961
85 H -6.2606 4.4935 -2.8972
86 H 0.6097 2.3367 5.5162
87 H 4.1309 -1.0037 -2.5321
88 H -1.3949 1.8311 5.4604
89 H 1.0900 -5.0250 -6.7349
90 H -4.0521 1.6015 -5.9158
91 H -6.1089 0.1602 -3.4143
92 H 0.6424 1.3576 -5.7851
93 H -3.1490 -0.0483 -6.4730
94 H 3.0363 1.4712 1.0488
95 H -0.8217 4.1865 6.3144
96 H 2.7570 -1.1259 -1.4023
97 H 8.6586 0.2034 -1.0296
98 H -2.4718 -5.1369 -0.2420
99 H -1.7000 2.6963 1.1370
100 H 0.9802 -5.8926 -5.1914
101 H -4.6382 3.6084 -3.5626
102 H 10.8850 -2.6718 0.1664
103 H 4.8289 -0.7244 -0.1164
104 H 1.5053 -4.1930 -5.2456
105 H 9.7477 -1.0856 -2.2253
106 H -4.8855 5.8460 -1.2829
107 H -0.3850 -3.4288 1.2138
108 H -3.0509 3.2000 11.4753
109 H 0.9957 1.4828 -4.1511
110 H -3.0416 2.0279 12.8145
111 H -1.5223 2.6271 12.1220
112 H -0.9439 -0.7388 -4.8425
113 H 0.6473 2.3312 10.8546
114 H -3.6091 0.9191 10.6661
115 H -1.3881 2.7217 -0.7215
116 H -3.6603 1.7944 1.4798
117 H 1.3479 3.8905 5.0471
118 H 1.7846 -3.7248 -0.0535
119 H 10.3996 -0.9869 0.2587
120 H -1.4446 1.8029 -6.2436
121 H -1.3376 -5.1969 -5.9087
122 H -0.8870 0.4657 -3.3866
123 H -4.5714 -1.0477 -4.7097
124 H -3.5626 4.5181 -1.0183
125 H 5.3811 0.7520 0.6571
126 H 0.0873 -3.9989 -8.8188
127 H 11.7748 -1.4436 -0.7647

Forces on atoms 1 to 3 (eV/Å):
F 3.34 0.64 0.19
F -2.90 -0.91 1.22
O 2.22 0.26 -0.59

Values from the calculation:
Structure (SMILES): CC[C@@H](F)[C@](F)(CCCCCN)OC(=O)COC(C)=O.CCOC(C)=O.CCOC(C)=O.CCOC(C)=O.CCOC(C)=O.CCOC(C)=O.CCOC(C)=O
Charge: 0
LUMO energy, eV: 0.12
E_HOMO, eV: -7.9

C3H8N3 as an isolated structure in a non-equilibrium geometry, computed with ωB97M-V/def2-TZVPD.

CARTESIAN COORDINATES (ANGSTROEM)
1 N 2.2481 -0.2544 0.2225
2 N 0.1890 0.5130 -0.2675
3 N -2.2883 -0.8215 -0.1701
4 C -1.4686 0.0622 0.6571
5 C -2.6030 0.3989 -0.1729
6 C 1.0537 -0.7233 -0.3596
7 H -0.1550 0.8865 -1.1302
8 H -3.2979 1.1345 -0.5414
9 H 2.9333 0.3080 -0.3463
10 H 0.3949 1.1520 0.5164
11 H 0.4681 -1.3852 0.1785
12 H 2.5854 -0.4326 1.1621
13 H -1.0490 0.1244 1.5863
14 H 0.9895 -0.9624 -1.3350

Forces on atoms 1 to 3 (eV/Å):
N 2.67 0.07 -0.83
N -4.27 -0.59 2.23
N 0.51 -0.26 0.67

Values from the calculation:
ΔE to the lowest compared entry with this formula, charge and spin, kJ/mol: 515.31
Charge: +1
LUMO energy, eV: -4.01
E_HOMO, eV: -13.7

An isolated ion of composition C4H9N2OS and charge +1 in a non-equilibrium geometry, computed with ωB97M-V/def2-TZVPD.

CARTESIAN COORDINATES (ANGSTROEM)
1 S 3.2091 1.3051 0.7091
2 O 1.8810 0.3982 0.0041
3 N -0.3204 0.2881 -0.6804
4 N 0.0968 -1.7122 -1.7984
5 C -1.2361 -1.7605 0.2779
6 C 0.6389 0.9103 -0.0832
7 C -0.4238 -1.2440 -0.7899
8 C 0.2967 2.2828 0.4837
9 H 0.8873 2.4705 1.5027
10 H -1.9074 -1.1032 0.8293
11 H -0.7913 2.5335 0.6425
12 H 0.6596 2.8780 -0.2862
13 H -1.2492 0.6823 -0.4571
14 H -1.9181 -2.5574 0.0078
15 H -0.0794 -2.6483 -2.1484
16 H 3.8907 0.2258 0.7702
17 H -0.5478 -2.0834 0.9977

Forces on atoms 1 to 3 (eV/Å):
S -1.81 1.37 -0.40
O -2.14 0.70 -0.33
N -0.64 -1.82 0.99

Values from the calculation:
Structure (SMILES): [H]/N=C(C)/[NH+]=C(/C)OS
ΔE to the lowest compared entry with this formula, charge and spin, kJ/mol: 319.60
Charge: +1
LUMO energy, eV: -4.22
E_HOMO, eV: -14.0

C2H4NdO4S as an isolated structure in a non-equilibrium geometry, computed with ωB97M-V/def2-TZVPD.

CARTESIAN COORDINATES (ANGSTROEM)
1 Nd 1.0164 1.0245 -1.7138
2 S 2.5624 -0.0331 0.6638
3 O 1.2268 -0.6695 -0.0679
4 O 2.7344 1.1692 -0.3501
5 O -1.1274 0.4179 -1.0909
6 O 3.6715 -1.0100 0.4262
7 C -1.9119 0.5959 0.0622
8 C -1.1433 -0.6471 0.2816
9 H -1.4608 -0.9810 1.2768
10 H -2.9318 0.4153 -0.3000
11 H -1.7105 1.4120 0.7644
12 H -0.9259 -1.6941 0.0478

Forces on atoms 1 to 3 (eV/Å):
Nd 0.88 -1.91 2.59
S 2.04 -3.23 0.76
O -0.41 1.62 -1.19

Values from the calculation:
Expectation value of S²: 3.904
Charge: +1
Spin multiplicity: 4
LUMO energy (alpha / beta), eV: -6.16 / -5.62
E_HOMO (alpha / beta), eV: -12.6 / -12.7

One molecule with the formula C10H11N3O2 in a non-equilibrium geometry, computed with ωB97M-V/def2-TZVPD.

CARTESIAN COORDINATES (ANGSTROEM)
1 O 0.6334 2.9212 -1.8103
2 O -0.5403 3.9756 -0.3231
3 N 2.3479 2.1382 0.7748
4 N -0.0223 2.9511 -0.7580
5 N 2.6137 1.2959 0.0467
6 C -0.1527 -0.7523 -0.2568
7 C -1.3508 -2.7896 -0.7358
8 C -0.3584 -2.4687 1.4171
9 C 0.3483 0.5777 -0.7500
10 C -0.1527 1.7641 -0.0528
11 C -1.0931 -3.2526 0.5436
12 C 0.1181 -1.2303 1.0191
13 C -0.9180 1.7888 1.2229
14 C -0.8819 -1.5506 -1.1309
15 C 1.9791 0.4951 -0.8560
16 H 2.2763 0.8415 -1.8516
17 H 0.7013 -0.6418 1.7107
18 H -1.4470 -4.2253 0.8498
19 H 0.0900 0.6937 -1.8093
20 H -0.2662 1.7917 2.0961
21 H -1.5013 2.7093 1.2464
22 H 2.3014 -0.5427 -0.7353
23 H -1.9144 -3.3921 -1.4336
24 H -1.0840 -1.1900 -2.1293
25 H -1.5768 0.9255 1.2933
26 H -0.1494 -2.8334 2.4122

Forces on atoms 1 to 3 (eV/Å):
O 0.13 0.05 -0.19
O -0.02 0.18 -0.01
N -0.92 -0.22 -0.29

Values from the calculation:
ΔE to the lowest compared entry with this formula, charge and spin, kJ/mol: 562.71
Charge: 0
LUMO energy (alpha / beta), eV: -1.34 / -0.12
E_HOMO (alpha / beta), eV: -8.0 / -8.6

An isolated ion of composition C4H6FN2 and charge +1 in a non-equilibrium geometry, computed with ωB97M-V/def2-TZVPD.

CARTESIAN COORDINATES (ANGSTROEM)
1 F -2.8651 0.8463 -0.0157
2 N -2.4152 -1.3624 -0.0047
3 N -0.7249 0.1436 -0.2397
4 C 0.3886 -0.1580 0.3133
5 C -2.0258 -0.1785 -0.0175
6 C 1.6971 -0.0717 -0.6334
7 C 1.5513 0.9713 0.2883
8 H 1.4640 2.0047 -0.0344
9 H 2.3181 -0.8874 -0.4271
10 H 1.4319 0.0026 -1.6019
11 H -3.3712 -1.3518 0.0235
12 H 0.4446 -0.7856 1.1160
13 H 2.1066 0.8269 1.2335

Forces on atoms 1 to 3 (eV/Å):
F 0.57 0.19 0.03
N 2.97 -1.08 -0.62
N -2.70 0.05 0.87

Values from the calculation:
ΔE to the lowest compared entry with this formula, charge and spin, kJ/mol: 59.53
Expectation value of S²: 2.033
Charge: +1
Spin multiplicity: 3
LUMO energy (alpha / beta), eV: -3.21 / -8.99
E_HOMO (alpha / beta), eV: -14.6 / -16.6

C22H27Cl2F24GaNO4 as an isolated structure in a non-equilibrium geometry, computed with ωB97M-V/def2-TZVPD.

CARTESIAN COORDINATES (ANGSTROEM)
1 Ga -1.9086 1.1232 -0.2840
2 Cl -0.8414 -0.8478 -0.6227
3 Cl -0.9968 2.7878 -1.5560
4 F 0.2116 5.8593 -4.6397
5 F 0.1557 -7.9975 -1.6278
6 F 0.0866 4.0309 -8.9562
7 F -5.3250 -1.9512 7.2418
8 F -3.3024 -0.2778 4.2935
9 F -5.8622 0.2538 5.5292
10 F 0.7761 -6.3046 -2.8663
11 F 2.5026 4.1708 -5.0445
12 F -3.9493 -3.6478 7.3207
13 F 0.8784 6.5675 -8.7244
14 F -0.7121 5.0414 -7.1908
15 F 1.4628 5.4219 -2.8969
16 F -5.9169 -3.9370 5.5399
17 F 2.7272 -4.3897 -3.1573
18 F 2.1924 -7.6295 0.0558
19 F -5.2496 -2.1843 4.4141
20 F 1.5709 2.7852 -3.6604
21 F -5.0405 1.7982 4.2100
22 F 0.2381 -3.8108 -1.8440
23 F 0.8184 -5.9326 -0.0406
24 F -2.5767 1.4545 5.3728
25 F 1.8806 6.1596 -6.8247
26 F 1.0006 -2.3125 -3.2439
27 F 3.5195 -2.6273 -2.1750
28 O 0.5075 3.2101 -5.5259
29 O 2.8436 -4.2724 -0.9003
30 O -3.2850 -0.2492 6.5418
31 O 2.9536 -0.3413 -0.3273
32 N 2.5271 1.5015 0.9577
33 C -0.6720 1.3285 2.4521
34 C 0.8398 3.2734 -6.8927
35 C 3.0193 -5.6691 -0.8740
36 C -4.8714 1.1587 5.3854
37 C 2.5810 -3.5842 -2.0724
38 C 0.5959 4.8778 -3.7851
39 C -4.3237 -2.5660 6.5746
40 C -4.8476 -3.1490 5.2599
41 C 1.2105 -7.2189 -1.9832
42 C -1.9884 1.5939 1.6708
43 C 2.5308 0.1132 0.7446
44 C 2.1121 -0.8678 1.8127
45 C -3.0912 -1.6504 6.5157
46 C 1.7864 -6.5747 -0.7200
47 C 1.2165 -2.8945 -2.0425
48 C 1.4479 5.5942 -7.9658
49 C 3.8598 2.0789 0.7515
50 C 1.3090 3.7557 -4.5437
51 C 1.8331 2.0307 2.1462
52 C 0.4073 4.5016 -7.7111
53 C 0.3426 2.3534 1.9579
54 C -3.5021 0.4738 5.3866
55 H 2.7976 -1.6946 1.7203
56 H 2.1635 -0.5021 2.8261
57 H 1.1743 -2.1432 -1.2525
58 H -3.3943 0.9443 -0.8402
59 H 3.6588 -6.0093 -1.6898
60 H -4.9265 1.8794 6.2046
61 H 4.5451 1.3302 0.3910
62 H 0.1764 3.2487 2.5453
63 H -2.5646 -1.8509 7.4470
64 H 2.3012 5.1860 -8.5151
65 H 1.8912 3.0369 -7.0618
66 H 1.9620 -7.8558 -2.4601
67 H -0.2802 4.4982 -3.2578
68 H -0.8695 1.5099 3.5015
69 H 4.2444 2.5221 1.6599
70 H -2.2216 2.6376 1.8334
71 H -4.0803 -3.7620 4.7786
72 H -2.8010 1.0140 2.0931
73 H -0.3563 0.2976 2.3760
74 H -2.4132 -1.9458 5.7151
75 H 2.3023 2.9851 2.3335
76 H 2.0069 1.4347 3.0368
77 H 0.1945 2.6295 0.9242
78 H 0.2725 2.4524 -7.3281
79 H 3.8167 2.8304 -0.0248
80 H 3.5842 -5.8361 0.0420
81 H 1.1332 -1.2490 1.5657

Forces on atoms 1 to 3 (eV/Å):
Ga -1.04 0.22 0.11
Cl 0.05 0.25 0.21
Cl 0.08 -0.15 0.14

Values from the calculation:
ΔE to the lowest compared entry with this formula, charge and spin, kJ/mol: 28.08
Charge: -1
LUMO energy, eV: 2.16
E_HOMO, eV: -5.6